Entry 1:
177
Properties=species:S:1:pos:R:3:forces:R:3 method="wB97M-V/def2-TZVPD" homo_energy_ev=-11.20 largest_force_ev_per_a=4.217 orbital_gap_ev=7.41 multiplicity=1 total_charge=+1
F -1.4279 -4.0317 0.7631 -0.135 0.764 -0.148
F -0.0205 -3.1106 -2.2329 0.414 1.302 -0.109
F -0.2058 -0.9831 -3.9703 -0.759 -0.502 0.775
F 0.3491 -4.1289 1.9305 0.228 0.659 0.057
F -1.8741 -1.9082 1.7644 0.270 0.853 -1.132
F -0.1144 -1.9437 2.8353 1.174 0.853 -0.859
O 1.5658 -5.0261 -1.3580 0.103 0.262 0.259
O 9.0856 -8.8538 1.4699 -0.024 0.181 0.081
O -5.3088 5.8571 2.8473 0.120 -0.056 -0.168
O 4.5529 -3.0172 2.2259 -0.005 0.285 -1.035
O 6.2492 -0.6153 5.0022 -0.201 0.095 0.038
O 3.6906 -2.4234 7.5396 -0.016 0.037 -0.216
O -0.8539 2.4975 -7.3385 -0.058 0.094 0.294
O -7.1626 3.0517 -10.7890 0.022 -0.078 -0.117
O -2.0755 -2.8349 -1.7361 -3.971 -1.104 0.889
O 1.2051 -0.0585 -2.6619 2.262 1.703 1.006
O 4.0122 -6.5642 1.6192 -0.173 -0.116 -0.203
O -5.3333 1.8610 -7.4158 0.121 -0.030 -0.158
O -4.7091 3.0252 -4.4400 0.287 -0.362 0.394
O -5.7132 4.5741 -3.1438 -0.347 2.562 0.221
O -0.4350 3.2252 3.4397 0.474 0.180 2.668
O 1.9066 1.6683 3.2672 -0.486 -0.260 -0.528
O 0.9725 6.4519 1.2161 -0.146 -0.272 -0.140
O 2.4064 -2.3025 2.2475 -0.524 0.714 -0.056
N -0.7227 -0.9613 -1.7389 1.497 -0.601 -1.190
N 1.2201 2.6797 -1.2065 -0.843 0.493 -0.634
N -2.3165 -0.3415 -0.2318 0.334 -0.260 -0.139
N -0.6904 1.2480 -0.8185 2.174 1.245 0.131
N 0.9535 1.7000 0.8329 -1.032 -2.663 -2.497
N -0.7832 1.2341 2.3151 -0.809 0.472 0.286
C -0.8908 -0.1846 -0.5029 -2.932 0.213 1.469
C 1.5261 -6.3059 -0.7144 -0.114 -0.190 -0.131
C -0.5186 -1.8903 1.5151 -2.278 -1.898 2.487
C -2.4610 1.9671 -4.2555 -0.488 0.654 0.497
C 7.3168 -9.5086 -0.0483 -0.077 0.031 -0.022
C -1.0698 -2.3180 -1.8458 2.105 0.059 -0.875
C -1.2594 1.9309 -1.9773 -0.630 0.644 -2.333
C -3.2953 3.2863 -4.3101 0.881 -0.006 0.356
C 3.5453 -2.7196 2.8088 0.748 -0.980 2.646
C -4.7469 1.3282 2.3476 -0.278 -0.617 -0.940
C -0.2608 -3.3717 0.9885 0.439 -1.462 -0.732
C -7.1212 7.0235 3.9525 -0.022 0.065 -0.013
C -3.1467 0.6723 0.3914 -2.510 0.782 0.437
C -5.4283 3.4681 -3.3484 0.015 -2.392 0.014
C -5.0101 2.6897 1.6184 -0.149 -0.045 1.174
C 0.4899 2.5730 -6.8716 -0.063 -0.312 -0.340
C 0.3384 0.6002 1.6552 1.310 0.995 1.330
C 7.5808 -0.5649 5.5151 0.054 -0.261 -0.283
C -1.2954 3.6889 1.3985 0.392 -0.603 -0.960
C -0.7730 2.6732 2.4605 -0.173 1.496 -2.264
C 3.5140 -2.8642 4.3698 -1.378 0.666 -1.260
C 5.0806 -7.2250 2.2938 0.053 0.429 0.067
C -8.5777 3.2061 -10.7452 0.179 0.014 0.399
C 5.2082 -6.6883 3.7024 -0.044 -0.044 0.169
C -6.1365 0.7254 -7.7249 -0.059 0.139 0.423
C -8.9659 4.3277 -9.8000 -0.059 0.061 -0.021
C -7.5064 0.8549 -7.0844 -0.065 -0.046 -0.066
C 8.5924 -0.6502 4.3887 0.028 0.036 -0.034
C -1.3515 0.6380 3.5277 -1.249 -1.466 0.626
C -6.7280 5.9827 2.9222 0.113 0.011 0.382
C 1.2952 -7.4060 -1.7312 0.019 0.034 -0.070
C -4.2394 0.1696 1.4116 -0.131 0.379 0.459
C 2.5268 -1.9636 0.8633 2.452 -0.465 -0.012
C 1.4421 -1.1416 0.1354 -0.481 -0.506 -0.775
C -2.5006 1.4365 -2.7638 -0.476 -0.475 -1.182
C 0.2001 -0.6252 -2.7336 -1.168 -0.451 -1.218
C 1.5171 0.4095 2.6854 1.466 0.168 0.854
C 1.4669 2.5007 -8.0290 0.079 0.060 -0.003
C 1.5940 8.0899 2.8901 -0.050 0.053 -0.025
C 5.2874 -3.2300 9.1727 0.043 -0.051 -0.027
C 8.4796 -8.5697 0.2125 0.080 -0.457 0.052
C 3.3126 1.8725 3.1960 -0.006 0.792 0.268
C 1.1268 6.6731 2.6209 0.331 0.214 -0.061
C 0.4646 1.8495 -0.4386 0.753 -0.216 1.513
C 4.9237 -2.1296 8.1940 -0.226 -0.150 0.333
C 0.0474 -0.6701 0.7386 1.270 0.396 -0.394
H -7.1566 5.0067 3.1749 -0.159 0.042 -0.061
H 8.4459 0.1682 3.6817 0.025 0.036 0.080
H -2.8284 -0.6256 -1.0576 0.527 -0.324 0.117
H 0.6002 3.5182 -6.3376 -0.152 0.005 -0.022
H -9.0276 2.2589 -10.4275 -0.175 0.043 -0.075
H -2.8737 1.2075 -4.9436 0.112 0.451 0.300
H 4.2727 -6.8349 4.2468 0.030 -0.101 -0.019
H -5.7170 0.9786 2.7449 0.558 0.097 0.099
H 0.1606 6.4932 3.0909 -0.015 -0.104 -0.151
H 2.0863 -7.4030 -2.4829 0.038 -0.024 0.081
H 2.5401 -2.4881 4.7346 0.586 -0.095 0.053
H -3.4603 1.8332 -2.3870 0.570 -0.492 0.371
H 0.7921 3.5090 -1.5968 0.254 -0.335 -0.339
H 2.4784 -6.4492 -0.2043 -0.067 0.144 -0.018
H 0.7301 -6.2988 0.0373 0.062 -0.107 0.073
H 1.9418 -0.2819 -0.3452 -0.258 -0.364 0.445
H 6.8442 -9.2881 -1.0074 -0.009 -0.057 0.011
H 1.9627 1.5681 0.7492 0.018 0.820 0.712
H -8.0066 1.7610 -7.4317 0.006 -0.047 -0.050
H -8.1335 -0.0062 -7.3225 -0.019 0.025 0.047
H -5.6266 -0.1777 -7.3725 -0.106 -0.121 -0.125
H 1.3448 1.5646 -8.5789 0.064 -0.034 0.081
H 0.3287 -3.4966 0.0654 0.001 0.416 0.346
H -7.4186 0.9341 -5.9975 0.000 -0.092 -0.007
H 0.3499 -7.2531 -2.2593 -0.049 -0.072 0.077
H 4.3346 -2.2593 4.8020 -0.545 -0.641 -0.150
H -0.9540 1.6582 -7.8027 -0.060 0.133 -0.034
H 3.4876 -1.4004 0.7936 -0.636 -0.155 -0.104
H -7.0854 6.2697 1.9336 0.157 -0.054 -0.036
H 1.7058 8.2675 3.9607 0.035 0.014 -0.029
H 7.7189 -1.3893 6.2220 0.130 0.079 0.075
H 5.6893 -2.0335 7.4244 -0.152 0.044 -0.101
H -1.4537 2.9957 -1.7234 0.041 -0.649 0.278
H 0.6663 1.7521 -6.1645 0.165 0.060 0.078
H 2.1931 2.4851 -1.4010 -0.148 0.223 0.421
H 9.3987 -9.7650 1.4444 -0.016 0.099 0.031
H 2.4718 0.1057 2.2041 -0.981 -0.624 -0.184
H 5.3714 -4.1877 8.6562 0.057 0.051 -0.026
H -10.0496 4.4563 -9.7686 0.021 0.009 0.046
H -5.2468 1.9060 -6.4556 -0.045 0.162 -0.070
H -6.8644 2.8487 -9.8941 0.053 0.091 -0.089
H 3.8864 1.0967 3.7381 -0.198 0.177 -0.449
H 1.2830 3.3128 -8.7334 0.011 0.028 0.083
H 6.5700 -9.4183 0.7419 0.005 0.064 -0.044
H 0.7212 -4.8987 -1.8003 0.125 -0.227 -0.074
H -6.2260 0.6677 -8.8101 0.131 0.063 0.013
H -1.4371 2.1894 -4.6043 -0.351 -0.126 0.150
H -2.1858 4.1993 1.8010 0.304 -0.383 -0.117
H -8.2058 7.1293 4.0077 0.024 0.002 0.046
H -6.0433 3.0133 1.8410 0.466 -0.085 -0.281
H -8.6085 4.1209 -8.7875 -0.079 -0.048 0.005
H 6.2346 -3.0140 9.6701 -0.036 -0.021 0.034
H 1.2404 -1.8023 -0.7300 -0.148 0.517 0.487
H -6.6853 7.9917 3.7016 -0.054 -0.028 -0.064
H -2.5905 0.3415 -2.8725 0.213 0.484 0.509
H -8.9167 3.4251 -11.7573 0.138 -0.062 -0.023
H 8.1372 -7.5349 0.2387 0.102 0.002 0.116
H 6.0111 -7.1915 4.2438 0.022 0.110 0.014
H -0.5314 4.4860 1.2189 -0.416 -0.722 0.352
H 4.8299 -1.1684 8.7090 0.179 0.029 -0.015
H 7.6897 0.3745 6.0562 -0.174 -0.018 -0.002
H -3.9045 -0.6476 2.0666 0.084 0.169 -0.443
H 4.5110 -3.3428 9.9335 0.063 0.077 0.052
H -6.7458 6.7490 4.9417 -0.097 -0.057 0.004
H -2.1981 -0.0172 3.2373 0.601 0.147 0.076
H 2.5535 8.2803 2.4019 0.042 -0.038 0.100
H -3.8178 1.0937 -0.3944 0.744 -0.133 0.159
H 8.4715 -1.5821 3.8307 0.066 -0.038 0.081
H 2.7997 -2.9118 0.3507 -0.768 0.553 -0.117
H 3.0105 -2.4977 8.2187 0.067 -0.011 -0.072
H -8.5090 5.2670 -10.1152 -0.044 -0.033 -0.055
H 6.0076 -7.0709 1.7321 0.068 -0.129 0.083
H 1.2714 -8.3842 -1.2490 -0.029 0.018 -0.023
H -4.8927 2.6680 0.5251 0.090 0.043 0.447
H -3.1482 3.7795 -3.3243 0.046 0.082 -0.625
H -2.9473 3.9841 -5.0872 -0.368 -0.417 0.083
H 3.5481 -3.9363 4.6131 0.387 0.450 -0.024
H 7.6525 -10.5486 -0.0544 0.027 0.028 -0.107
H 0.8809 8.8101 2.4863 -0.035 -0.046 0.066
H 3.5138 2.8421 3.6870 -0.149 -0.492 -0.176
H 1.8436 5.9466 3.0165 -0.086 -0.007 0.152
H -1.8250 1.3558 4.2171 0.638 0.178 -0.625
H 5.3959 -5.6110 3.6799 0.181 -0.044 0.007
H 9.2366 -8.6626 -0.5730 -0.107 0.113 -0.123
H -5.7495 2.6715 -2.6331 0.207 -0.103 -0.638
H 3.6356 1.9927 2.1354 0.069 -0.347 0.470
H 9.6120 -0.6039 4.7744 -0.008 -0.031 -0.038
H -1.5485 3.2337 0.4248 -0.135 0.276 0.432
H -0.4929 2.0035 -2.7842 -0.074 -0.272 0.777
H -4.0488 1.4191 3.1961 -0.296 0.246 -0.347
H -0.6917 0.0149 4.1512 0.105 0.455 -0.435
H 1.3105 -0.2564 3.5322 -0.178 -0.087 -0.694
H -2.7056 1.5733 0.8281 0.723 -0.723 -0.169
H -4.3719 3.4566 2.0906 -0.232 -0.124 -0.687
H 2.4979 2.5668 -7.6766 -0.003 -0.035 -0.046
H -4.9940 5.5941 3.7198 -0.043 0.095 -0.061
H 1.8298 6.6020 0.8019 -0.095 0.076 0.059
H 6.1523 -1.4521 4.5317 0.131 0.098 -0.031
H -5.1372 -0.1954 0.8727 0.649 -0.011 0.027
H 4.2137 -5.6208 1.6051 0.051 -0.044 0.024
H 4.8612 -8.2924 2.3067 -0.131 0.062 -0.119



Entry 2:
10
Properties=species:S:1:pos:R:3:forces:R:3 method="wB97M-V/def2-TZVPD" de_lowest_kcal_mol=86.9 homo_energy_ev=-9.71 largest_force_ev_per_a=4.053 orbital_gap_ev=9.28 multiplicity=1 total_charge=0
S -1.3737 1.3950 0.0005 0.090 1.003 2.595
O 1.9077 1.4246 -0.7143 -1.518 -3.654 0.877
O 0.5635 -0.3208 -0.6530 -0.701 -0.505 -0.959
N 1.7104 0.3434 -0.2131 1.520 2.296 0.047
N 0.3287 -1.6475 1.3195 -0.029 -0.520 0.000
C 0.1710 -1.5033 0.0950 1.845 0.495 0.128
H 0.8165 -0.9253 1.8450 -0.356 0.314 -0.313
H -0.1052 -2.3668 -0.5422 -0.297 1.128 0.061
H -2.2849 2.3713 0.0490 -0.101 0.168 0.439
H -1.7341 1.2294 -1.1864 -0.454 -0.725 -2.876



no.,molecular weight (g/mol)
1,1140.3
2,108.1